101
Properties=species:S:1:pos:R:3:forces:R:3 method="wB97M-V/def2-TZVPD" relative_energy_kcal_mol=22.5 e_tot_ha=-4361.0581 lumo_energy_ev=0.12 charge=0 max_force_ha_per_bohr=0.052
Y 2.1145 1.7414 0.0795 -0.837 0.386 -0.715
O 4.0845 2.7444 -0.0462 -1.179 -0.412 0.906
C 4.8644 3.0108 -1.0233 0.530 0.132 -1.275
C 6.2203 2.6211 -0.9192 -0.363 -0.081 1.120
C 7.0894 2.7909 -1.9467 0.243 0.120 -0.520
C 6.6627 3.4001 -3.1235 -0.020 0.545 -1.472
C 5.3602 3.8334 -3.2584 -0.205 0.399 -0.746
C 4.4260 3.6405 -2.2570 -0.049 -0.704 1.888
C 3.0577 4.0848 -2.3876 0.145 -0.602 -0.835
N 2.0640 3.7076 -1.6907 0.606 -0.288 1.133
C 0.8467 4.4408 -1.8423 -0.918 -0.340 -0.820
C -0.3539 3.5028 -1.7544 1.964 -1.135 0.671
N -0.1653 2.8820 -0.4553 0.184 -0.600 0.497
C -1.0662 3.0950 0.4007 -1.160 0.098 0.866
C -1.0795 2.7026 1.8354 -0.635 0.277 -1.238
C -2.3444 2.5969 2.4744 0.706 0.234 -0.489
C -2.4365 2.3960 3.8221 1.362 0.198 0.558
C -1.2435 2.3960 4.5788 0.467 0.152 1.144
C -0.0098 2.4837 3.9732 1.360 -0.400 -0.893
C 0.1250 2.5466 2.5283 -0.744 -0.329 1.869
O 1.2907 2.4546 1.9747 0.531 0.076 -0.132
H 6.5383 2.1808 0.0422 -0.237 0.184 -0.645
H 8.0942 2.4325 -1.8228 0.387 0.012 -0.160
H 7.2703 3.5729 -4.0190 0.283 -0.296 0.683
H 5.0166 4.3335 -4.1907 0.411 -0.410 0.654
H 2.8324 4.6962 -3.2581 0.221 0.641 -0.129
H 0.7855 4.9289 -2.7998 0.230 0.623 -0.610
H 0.7936 5.1952 -1.0496 -0.168 -0.104 -0.049
H -0.3824 2.7095 -2.5266 0.291 0.524 0.242
H -1.2507 4.0350 -1.7398 -1.561 1.091 -0.347
H -1.9690 3.6715 0.0740 0.446 -0.364 0.411
H -3.2418 2.6942 1.8687 0.098 -0.020 0.006
H -3.3444 2.3179 4.3522 -1.045 -0.082 0.225
H -1.2466 2.3857 5.7096 -0.299 -0.168 -1.409
H 0.9822 2.4211 4.5101 -1.389 0.299 -0.303
O 1.1338 0.6632 -1.7807 1.172 0.747 0.377
C 0.5687 -0.2450 -1.1149 -1.432 -0.367 -0.196
O 0.2720 -0.1527 0.1041 0.562 0.260 -0.289
C 0.1967 -1.4581 -1.9438 -0.341 -0.124 0.380
C -0.7501 -2.4165 -1.2654 -0.764 -0.606 -0.422
Ge -2.7062 -2.1439 -1.2906 -0.057 0.257 0.508
C -3.5309 -3.5520 -2.3995 0.948 0.114 -0.350
C -3.1453 -3.7970 -3.7326 -1.322 -0.567 0.263
C -3.7338 -4.8196 -4.5015 0.362 0.233 1.919
C -4.6815 -5.6610 -3.9050 0.076 2.065 0.626
C -5.1182 -5.3317 -2.6038 0.222 -0.903 -0.498
C -4.4728 -4.3784 -1.8166 -0.123 -0.439 -1.652
C -3.3431 -2.4907 0.5836 0.387 -0.090 -1.106
C -2.8457 -3.6173 1.2355 -0.942 0.761 1.076
C -3.1886 -3.8472 2.5867 -0.929 1.131 -1.208
C -4.1800 -3.0439 3.1819 0.393 0.459 -0.698
C -4.7517 -1.9621 2.4723 1.316 -1.179 0.327
C -4.2625 -1.6713 1.2195 -0.247 0.594 -0.420
C -3.3136 -0.3763 -1.9246 0.398 -0.106 0.782
C -4.2865 -0.2974 -2.8966 0.015 -1.314 -0.757
C -4.7684 0.8783 -3.4019 -1.631 0.744 -1.131
C -4.3980 2.0686 -2.8115 0.810 0.238 1.137
C -3.4491 2.0341 -1.7791 0.290 -2.482 -1.021
C -2.8428 0.8187 -1.3774 -0.762 0.508 -0.282
H 1.1586 -1.9485 -2.1051 -0.002 -0.044 -0.448
H -0.2440 -1.0990 -2.8741 0.488 0.054 -0.198
H -0.4980 -2.4771 -0.2288 0.238 -0.239 0.765
H -0.7148 -3.4255 -1.7063 0.425 0.220 0.142
H -2.4248 -3.1748 -4.2012 0.626 0.549 -0.340
H -3.3776 -4.9593 -5.4898 0.123 -0.275 -0.829
H -5.1303 -6.4262 -4.4918 -0.436 -0.553 -0.148
H -5.9703 -5.8620 -2.2015 0.121 -0.282 0.201
H -4.6557 -4.3106 -0.7810 -0.669 0.248 0.984
H -2.2534 -4.3031 0.6752 0.709 -0.457 -0.031
H -2.7001 -4.6349 3.1006 0.125 -0.678 0.592
H -4.4664 -3.1890 4.2067 -0.087 -0.245 0.284
H -5.4705 -1.3017 2.8938 -0.519 0.205 0.538
H -4.6172 -0.7607 0.7321 0.054 -0.267 -0.066
H -4.6304 -1.2243 -3.3417 -0.107 -0.028 -0.042
H -5.5031 0.8555 -4.2547 0.823 0.071 1.042
H -4.7880 3.0472 -3.0485 -0.189 -0.091 -0.489
H -3.0185 2.9115 -1.4408 0.277 1.677 0.816
H -2.0403 0.7867 -0.6444 -0.082 0.217 -0.005
C 1.7666 -0.5328 5.1516 0.226 -0.686 0.478
N 2.6091 -0.6159 3.9454 -0.208 0.575 -1.754
C 3.4454 0.6132 3.6886 1.643 -0.834 0.944
C 1.8311 -1.0743 2.6216 -0.805 0.635 1.802
C 2.8211 -1.4700 1.6098 -0.145 -0.120 -0.411
C 3.3783 -2.7513 1.6251 0.299 -0.815 0.445
C 4.4515 -3.0567 0.8035 0.326 0.437 -0.684
C 4.9312 -2.0336 -0.0594 0.419 -1.341 -0.736
C 4.2628 -0.8357 -0.1763 0.338 0.884 1.229
C 3.2014 -0.4916 0.7033 0.406 0.861 -0.919
H 2.4396 -0.3662 6.0098 -0.483 -0.070 -0.254
H 1.1697 -1.4575 5.2835 0.616 0.373 -0.140
H 1.0665 0.2661 5.0468 -0.325 0.671 -0.101
H 3.2722 -1.3600 4.0669 0.433 -0.528 0.135
H 2.8972 1.4900 3.4685 -1.134 0.573 -0.230
H 4.1623 0.4558 2.8619 -0.614 -0.294 0.374
H 4.0329 0.7833 4.6097 -0.253 -0.036 -0.344
H 1.1987 -0.2085 2.3564 0.411 -0.422 -0.045
H 1.1828 -1.8547 3.0368 0.126 -0.130 -0.387
H 3.0086 -3.5439 2.3002 0.038 0.493 -0.264
H 4.8940 -4.0665 0.7949 -0.202 0.689 0.066
H 5.7950 -2.2142 -0.7419 -0.653 -0.041 0.759
H 4.7394 -0.0268 -0.7563 -0.432 -0.548 -0.184



68
Properties=species:S:1:pos:R:3:forces:R:3 method="wB97M-V/def2-TZVPD" e_tot_ha=-3637.4753 lumo_energy_ev="2.35 / 2.78" spin_multiplicity=5 s_squared=6.215 charge=-1 max_force_ha_per_bohr=0.027
Fe -0.3564 0.0315 0.0826 0.976 0.887 -0.474
O 1.8439 -0.1778 3.8755 0.155 0.036 0.024
C 1.3372 0.0311 2.6265 -0.340 -0.125 0.076
O 0.1302 -0.2313 2.4053 -0.066 0.069 -0.108
C 2.2026 0.5170 1.6337 0.131 0.026 -0.139
C 3.5599 0.8941 1.7965 0.047 -0.038 0.051
C 4.2142 1.4935 0.7572 -0.034 -0.052 0.044
C 3.5231 1.7529 -0.4515 -0.131 -0.058 -0.056
C 2.2295 1.2979 -0.5691 0.155 0.184 -0.244
N 1.5944 0.6522 0.4078 -0.294 0.086 0.321
C 1.3768 1.5139 -1.8187 0.172 0.016 -0.035
O 1.8626 2.0988 -2.7792 -0.067 -0.066 0.069
O 0.1905 1.0444 -1.7077 -0.389 -0.314 0.340
H 1.1208 -0.5779 4.3745 -0.045 -0.016 0.010
H 4.0388 0.7111 2.7496 0.036 0.005 -0.026
H 5.2544 1.7799 0.8521 -0.010 0.022 0.073
H 3.9662 2.2899 -1.2763 -0.006 -0.039 -0.033
C -4.8839 1.0226 0.2125 0.044 0.046 0.025
C -3.7980 1.7479 0.6848 -0.159 0.018 -0.015
C -2.5319 1.1879 0.6152 0.205 -0.091 0.008
C -2.3070 -0.0842 0.0776 -0.264 0.084 0.239
C -3.4131 -0.8002 -0.3623 0.123 -0.032 0.002
C -4.6864 -0.2493 -0.3070 -0.053 -0.052 -0.041
H -5.8794 1.4475 0.2541 -0.006 -0.009 -0.005
H -3.9468 2.7371 1.1007 0.044 0.004 0.011
H -1.6787 1.7551 1.0015 -0.127 0.137 0.013
H -3.2882 -1.8029 -0.7508 -0.027 0.105 0.062
H -5.5331 -0.8176 -0.6758 -0.003 -0.008 0.021
C 0.4209 -2.3420 -3.3216 0.013 0.044 0.288
Si -0.8441 -3.0504 -2.0968 0.063 -0.432 -0.576
C -0.7972 -4.9572 -2.2427 0.116 0.170 0.197
C -2.5261 -2.6588 -2.9086 0.029 0.252 0.420
Si -0.2012 -2.2663 0.0827 -0.151 -1.038 -0.159
Si -1.3138 -3.3909 1.8522 -0.423 -0.341 0.491
C -1.2379 -5.2880 1.6544 0.112 0.225 -0.235
C -0.6226 -3.0776 3.5959 0.208 0.181 -0.228
C -3.1561 -2.9643 2.0329 0.183 0.110 -0.223
Si 2.0559 -3.0682 0.2288 0.648 -0.240 -0.084
C 2.9022 -3.0321 1.9344 -0.411 0.190 -0.034
C 3.2179 -2.1656 -0.9724 -0.277 0.028 0.059
C 2.1709 -4.9266 -0.2017 -0.289 0.184 -0.067
H 0.0582 -2.3977 -4.3502 -0.071 -0.058 0.008
H 1.3735 -2.8739 -3.2717 -0.023 0.003 0.018
H 0.6133 -1.2893 -3.0928 -0.001 -0.010 -0.045
H -1.2049 -5.2819 -3.2032 -0.016 0.093 -0.049
H -1.3911 -5.4281 -1.4554 -0.003 0.005 -0.059
H 0.2176 -5.3488 -2.1612 -0.100 -0.008 -0.006
H -2.5151 -3.0299 -3.9357 0.170 -0.075 -0.003
H -2.7254 -1.5853 -2.9423 -0.013 -0.049 -0.014
H -3.3600 -3.1447 -2.3942 0.010 0.017 -0.028
H -0.2178 -5.6570 1.7838 -0.021 -0.003 0.007
H -1.5776 -5.6032 0.6651 0.011 -0.020 0.057
H -1.8680 -5.7812 2.3986 -0.028 0.086 0.060
H 0.4666 -3.1613 3.6272 -0.059 0.025 0.028
H -1.0357 -3.7924 4.3124 -0.079 -0.071 -0.095
H -0.8881 -2.0695 3.9183 0.005 0.005 -0.032
H -3.7382 -3.2611 1.1571 0.002 0.015 0.020
H -3.2720 -1.8849 2.1533 -0.044 -0.035 -0.003
H -3.5918 -3.4518 2.9087 0.122 -0.091 0.036
H 3.0940 -2.0168 2.2789 -0.007 0.029 0.045
H 3.8583 -3.5585 1.8827 0.003 -0.022 -0.146
H 2.2916 -3.5332 2.6895 0.058 0.003 -0.012
H 2.9871 -1.0997 -1.0070 0.063 -0.021 -0.014
H 3.1164 -2.5527 -1.9883 -0.005 0.001 0.033
H 4.2648 -2.2657 -0.6767 -0.012 -0.081 0.086
H 1.4648 -5.5077 0.3965 0.031 -0.029 -0.051
H 3.1744 -5.3057 0.0056 0.060 0.108 0.039
H 1.9514 -5.1234 -1.2523 0.064 0.024 0.053